(1)
Below is a cluster of 2 separate species, C5H15NO in total in a non-equilibrium geometry, with properties calculated with ωB97M-V/def2-TZVPD.

Last columns: bonded neighbours and bond lengths (Å).
CARTESIAN COORDINATES (ANGSTROEM)
1 C 0.1032 0.4870 -1.3236  N2 1.434, H7 1.084, H8 1.095, H9 1.086
2 N 0.8506 0.0042 -0.1990  C1 1.434, C5 1.442, H10 1.017
3 C -1.8811 -0.9889 0.8299  C4 1.547, H11 1.090, H12 1.087, H13 1.061
4 C -0.7503 -1.8658 0.2410  C3 1.547, C5 1.517, H14 1.088, H15 1.086
5 C 0.6395 -1.2832 0.4145  N2 1.442, C4 1.517, C6 1.551, H16 1.087
6 C 1.7825 -2.2162 -0.0624  C5 1.551, H17 1.079, H18 1.087, H19 1.087
7 H -0.9680 0.3918 -1.1884  C1 1.084
8 H 0.4125 -0.0645 -2.2175  C1 1.095
9 H 0.4171 1.5082 -1.5200  C1 1.086
10 H 1.2641 0.7167 0.3973  N2 1.017
11 H -1.5345 0.0160 1.0692  C3 1.090
12 H -2.0798 -1.3830 1.8229  C3 1.087
13 H -2.7718 -1.0355 0.2553  C3 1.061
14 H -0.6696 -2.7804 0.8252  C4 1.088
15 H -0.8985 -2.2344 -0.7701  C4 1.086
16 H 0.8827 -1.1185 1.4610  C5 1.087
17 H 2.7239 -1.8086 0.2707  C6 1.079
18 H 1.6844 -3.1988 0.3916  C6 1.087
19 H 1.8733 -2.2264 -1.1459  C6 1.087
20 H -0.2064 6.3682 -0.6279  O22 0.957
21 H -0.2301 6.6028 0.8934  O22 0.959
22 O -0.6437 6.1095 0.1828  H20 0.957, H21 0.959

Values from the calculation:
LUMO energy (alpha / beta): -0.115 / -0.275 Eh
E_HOMO (alpha / beta): -13.79 / -13.79 eV
energy: -329.17821 a.u.
multiplicity: 2
total charge: +1
relative energy (zero: lowest compared OMol25 entry of this formula, charge and spin): 0.491 eV

---

(2)
Below is a cluster of 3 separate species, C5H15NO2 in total, with properties calculated with ωB97M-V/def2-TZVPD.

Last columns: bonded neighbours and bond lengths (Å).
CARTESIAN COORDINATES (ANGSTROEM)
1 N -0.3062 -0.1688 -0.7739  C2 1.477, C5 1.465, H7 1.010
2 C 1.1540 -0.0254 -0.6043  N1 1.477, C3 1.527, H8 1.091, H9 1.091
3 C 1.3396 0.4335 0.8406  C2 1.527, C4 1.532, H10 1.094, H11 1.088
4 C -0.0838 0.6661 1.3573  C3 1.532, C5 1.514, H12 1.097, H13 1.084
5 C -0.9032 -0.3228 0.5554  N1 1.465, C4 1.514, C6 1.512, H14 1.093
6 C -2.3906 -0.0500 0.5285  C5 1.512, H15 1.094, H16 1.083, H17 1.090
7 H -0.5454 -0.9234 -1.4011  N1 1.010
8 H 1.6789 -0.9607 -0.8036  C2 1.091
9 H 1.5005 0.6506 -1.3870  C2 1.091
10 H 1.9815 1.3155 0.9201  C3 1.094
11 H 1.7955 -0.3507 1.4416  C3 1.088
12 H -0.4054 1.6782 1.0843  C4 1.097
13 H -0.2000 0.5534 2.4293  C4 1.084
14 H -0.7383 -1.3351 0.9318  C5 1.093
15 H -2.9044 -0.7752 -0.1092  C6 1.094
16 H -2.6169 0.9311 0.1294  C6 1.083
17 H -2.8269 -0.2116 1.5145  C6 1.090
18 H -0.4365 3.7242 -1.3909  O20 0.964
19 H 0.1918 2.3622 -1.0490  O20 0.970
20 O 0.2283 3.0918 -1.6876  H18 0.964, H19 0.970
21 H 1.5732 -3.0200 -0.2812  O23 0.961
22 H 0.7246 -4.2987 -0.4441  O23 0.963
23 O 0.8065 -3.4844 0.0637  H21 0.961, H22 0.963

Values from the calculation:
LUMO energy: 0.023 Eh
E_HOMO: -8.73 eV
energy: -404.73228 a.u.
multiplicity: 1
total charge: 0
relative energy (zero: lowest compared OMol25 entry of this formula, charge and spin): 0.620 eV
SMILES string: C[C@@H]1CCCN1.O.O

---

(3)
Below is a cluster of 3 separate species, C5H15NO2 in total in a non-equilibrium geometry, with properties calculated with ωB97M-V/def2-TZVPD.

Last columns: bonded neighbours and bond lengths (Å).
CARTESIAN COORDINATES (ANGSTROEM)
1 C 1.4677 0.9994 0.7887  C2 1.508, N6 1.453, H7 1.107, H8 1.074
2 C 1.9463 -0.0092 -0.2245  C1 1.508, C3 1.515, H9 1.117, H10 1.069
3 C 0.8435 -0.6605 -1.0342  C2 1.515, C5 1.528, H11 1.100, H12 1.138
4 C -1.0307 0.3320 -2.4636  C5 1.391, H13 1.048, H14 1.090
5 C 0.3232 0.0850 -2.2625  C3 1.528, C4 1.391, H15 1.190
6 N 0.5068 0.7083 1.8386  C1 1.453, H16 0.977, H17 0.967
7 H 2.3992 1.4311 1.2033  C1 1.107
8 H 1.0453 1.8462 0.2816  C1 1.074
9 H 2.6970 -0.6565 0.2903  C2 1.117
10 H 2.5807 0.5286 -0.8961  C2 1.069
11 H 1.3102 -1.6156 -1.3176  C3 1.100
12 H 0.1683 -0.9556 -0.1666  C3 1.138
13 H -1.3513 0.5044 -3.4464  C4 1.048
14 H -1.7669 0.1032 -1.6936  C4 1.090
15 H 1.2506 0.4353 -2.9216  C5 1.190
16 H 0.7163 0.0049 2.4831  N6 0.977
17 H -0.3505 0.5231 1.4305  N6 0.967
18 H -2.6002 1.5706 0.2766  O20 0.972
19 H -2.3106 1.5847 1.8868  O20 1.022
20 O -2.3499 1.0190 1.0367  H18 0.972, H19 1.022
21 H -2.3195 -2.5287 0.9870  O23 0.938
22 H -1.3172 -2.3200 2.2253  O23 0.971
23 O -1.8584 -2.9302 1.6982  H21 0.938, H22 0.971

Values from the calculation:
LUMO energy: 0.020 Eh
E_HOMO: -9.10 eV
energy: -404.65883 a.u.
multiplicity: 1
total charge: 0
relative energy (zero: lowest compared OMol25 entry of this formula, charge and spin): 2.619 eV
SMILES string: C=CCCCN.O.O

---

(4)
Below is a cluster of 3 separate species, C5H15NO2 in total in a non-equilibrium geometry, with properties calculated with ωB97M-V/def2-TZVPD.

Last columns: bonded neighbours and bond lengths (Å).
CARTESIAN COORDINATES (ANGSTROEM)
1 C 2.4255 -0.8673 0.3806  N2 1.461, H7 1.101, H8 1.091, H9 1.083
2 N 1.2617 -0.0097 0.1722  C1 1.461, C3 1.434, H10 1.048
3 C -0.0234 -0.5707 0.4732  N2 1.434, C4 1.364, C6 1.522
4 C -0.9663 -0.4589 -0.5061  C3 1.364, C5 1.498, H11 1.070
5 C -2.4393 -0.6264 -0.2884  C4 1.498, H12 1.102, H13 1.082, H14 1.104
6 C -0.2728 -1.3997 1.7255  C3 1.522, H15 1.080, H16 1.081, H17 1.088
7 H 2.4617 -0.9807 1.4748  C1 1.101
8 H 2.1961 -1.8854 0.0607  C1 1.091
9 H 3.3738 -0.5972 -0.0663  C1 1.083
10 H 1.2405 0.5907 -0.6869  N2 1.048
11 H -0.6735 -0.1146 -1.4764  C4 1.070
12 H -2.8317 -1.6124 -0.5842  C5 1.102
13 H -2.7766 -0.2434 0.6660  C5 1.082
14 H -2.9354 -0.0088 -1.0574  C5 1.104
15 H -1.3211 -1.6350 1.8381  C6 1.080
16 H 0.0193 -0.8396 2.6033  C6 1.081
17 H 0.1671 -2.3883 1.6126  C6 1.088
18 H 1.0420 0.2967 -3.4561  O20 0.955
19 H 0.2067 1.7027 -3.0832  O20 0.956
20 O 1.0091 1.1823 -3.1011  H18 0.955, H19 0.956
21 H -1.0670 2.6909 2.2400  O23 0.957
22 H -0.2200 2.1902 0.9799  O23 0.965
23 O -1.0409 2.1095 1.4806  H21 0.957, H22 0.965

Values from the calculation:
LUMO energy: 0.027 Eh
E_HOMO: -7.43 eV
energy: -404.68196 a.u.
multiplicity: 1
total charge: 0
relative energy (zero: lowest compared OMol25 entry of this formula, charge and spin): 1.989 eV
SMILES string: C/C=C(\C)NC.O.O